# C37H27CaCl2N9O12Se

A structure of composition C37H27CaCl2N9O12Se (ωB97M-V with the def2-TZVPD basis set, the OMol25 dataset).

```
89
Properties=species:S:1:pos:R:3:mulliken_charge:R:1
Ca 0.892 0.316 -1.302 1.650
C 0.888 -2.181 -4.801 -0.478
O 1.555 -3.340 -4.313 -0.565
C 2.311 -3.277 -3.162 0.153
C 3.433 -4.087 -3.146 -0.568
C 4.275 -4.149 -2.041 -0.819
C 3.981 -3.376 -0.935 -0.981
C 2.864 -2.542 -0.914 1.704
C 2.553 -1.870 0.369 -2.101
N 1.652 -0.983 0.441 1.318
N 1.185 -0.494 1.661 -0.996
C -0.102 -0.200 1.501 -0.038
O -0.795 -0.347 0.457 1.055
C -0.768 0.324 2.740 0.173
C -2.087 0.752 2.662 0.162
C -2.714 1.301 3.770 -1.145
C -2.026 1.419 4.967 -0.497
C -0.712 0.974 5.057 -0.881
C -0.087 0.426 3.950 -0.185
C 1.983 -2.470 -2.041 0.367
O 0.889 -1.761 -2.028 -0.178
H 1.516 -1.294 -4.710 0.123
H -0.053 -2.002 -4.284 0.131
H 0.700 -2.389 -5.857 0.329
H 3.639 -4.664 -4.039 0.442
H 5.145 -4.792 -2.051 0.324
H 4.619 -3.404 -0.061 0.379
H 3.040 -2.243 1.279 0.105
H -2.595 0.669 1.710 0.422
H -3.730 1.660 3.692 0.414
H -2.510 1.860 5.829 0.396
H -0.171 1.072 5.988 0.436
H 0.937 0.087 3.993 0.472
N -4.858 4.610 -4.183 -0.588
C -4.109 3.830 -3.796 -0.142
C -3.161 2.849 -3.325 0.646
C -2.217 2.316 -4.200 -1.020
C -1.322 1.394 -3.692 -0.581
N -1.335 0.981 -2.427 0.575
C -2.246 1.491 -1.609 -0.784
C -3.180 2.436 -2.005 -1.023
H -2.170 2.621 -5.235 0.466
H -0.550 0.966 -4.318 0.469
H -2.206 1.128 -0.592 0.764
H -3.881 2.838 -1.290 0.530
O 1.369 4.728 5.717 -0.686
N 2.091 4.113 4.944 1.080
O 3.252 3.822 5.194 -0.693
C 1.548 3.714 3.669 -0.986
C 0.244 4.058 3.345 0.085
C -0.283 3.686 2.132 -0.882
C 0.446 2.934 1.117 1.261
O -0.011 2.595 0.029 -0.635
C 1.820 2.642 1.569 -0.276
C 2.340 2.992 2.783 -0.187
N 2.736 1.930 0.675 1.304
O 2.398 1.878 -0.491 -0.813
O 3.773 1.485 1.102 -0.706
N -1.683 4.073 1.912 1.135
O -2.229 4.734 2.782 -0.745
O -2.238 3.720 0.891 -0.548
H -0.369 4.605 4.047 0.622
H 3.350 2.711 3.043 0.674
C -4.590 -2.178 0.674 -0.984
N -3.263 -2.511 0.223 0.242
C -2.758 -2.280 -1.015 -0.275
Se -3.739 -1.673 -2.467 -0.379
N -1.470 -2.671 -1.013 0.521
C -1.132 -3.140 0.238 0.043
C 0.047 -3.648 0.748 -0.883
C 0.033 -4.056 2.072 -0.734
C -1.118 -3.966 2.859 -0.811
C -2.303 -3.460 2.347 -0.597
C -2.280 -3.046 1.027 0.631
H -5.089 -1.639 -0.130 0.270
H -4.520 -1.549 1.563 0.307
H -5.158 -3.081 0.912 0.321
H -0.735 -2.306 -1.659 -0.205
H 0.939 -3.706 0.143 0.809
H 0.943 -4.445 2.507 0.432
H -1.083 -4.290 3.890 0.351
H -3.193 -3.377 2.953 0.450
Cl 2.977 1.669 -5.979 -0.229
C 3.624 1.849 -4.315 0.138
Cl 5.383 1.638 -4.333 -0.217
C 2.887 0.900 -3.351 0.350
O 3.493 0.042 -2.733 -0.548
O 1.655 1.167 -3.299 -0.689
H 3.427 2.880 -4.027 0.252
```

Results
Spin multiplicity: 1
Charge: -2
Relative energy (zero: lowest compared OMol25 entry of this formula, charge and spin): 59.2 kJ/mol
LUMO energy: 3.58 eV
HOMO: -2.741 eV